Arrangement one

An isolated molecule of C3H6O3, computed with ωB97M-V with the def2-TZVPD basis set.

Geometry as ORCA input:
```
! wB97M-V def2-TZVPD RIJCOSX def2/J DEFGRID3
* xyz 0 1
O -1.526 0.904 0.038
O 0.689 -0.644 -1.360
O 1.734 1.375 -0.066
C 1.056 0.642 0.616
C -1.120 -0.442 0.195
C 0.390 -0.580 0.009
H 1.374 0.028 -1.518
H 0.746 -1.478 0.539
H -1.416 -0.738 1.206
H -1.607 -1.119 -0.525
H -1.194 1.205 -0.820
H 0.874 0.847 1.686
*
```

Calculated values
LUMO level: 0.82 eV
HOMO-LUMO gap: 11.280 eV
SMILES string: O=C[C@H](O)CO
Molecular weight: 90.08 u
HOMO energy: -10.46 eV

Here are the Löwdin charges for atoms 1 to 6, given in e: -0.05, -0.01, 0.07, -0.18, -0.21, -0.35

Arrangement two

An isolated molecule of C3H6O3, computed with ωB97M-V with the def2-TZVPD basis set.

Geometry as ORCA input:
```
! wB97M-V def2-TZVPD RIJCOSX def2/J DEFGRID3
* xyz 0 1
O -0.552 1.198 1.023
O -1.519 -0.432 -0.747
O 0.439 -1.254 0.957
C -0.270 0.070 -1.081
C 0.912 -0.371 0.008
C 0.330 0.979 -0.041
H -0.394 -1.597 0.570
H 0.341 -0.561 -1.696
H -0.313 0.511 1.676
H -1.810 0.133 0.001
H 0.897 1.853 -0.337
H 1.940 -0.531 -0.334
*
```

Calculated values
LUMO level: 0.74 eV
HOMO-LUMO gap: 9.220 eV
SMILES string: O[C@H]1[C@@H](O)[C@H]1O
Molecular weight: 90.08 u
HOMO energy: -8.48 eV

Here are the Löwdin charges for atoms 1 to 6, given in e: 0.00, -0.02, -0.01, -0.18, -0.26, -0.28

Arrangement three

An isolated molecule of C3H6O3, computed with ωB97M-V with the def2-TZVPD basis set.

Geometry as ORCA input:
```
! wB97M-V def2-TZVPD RIJCOSX def2/J DEFGRID3
* xyz 0 1
O -1.284 0.552 -0.501
O 0.980 -1.495 0.272
O -1.587 -0.765 1.315
C 0.319 0.790 -0.268
C 0.909 -0.514 -0.732
C -1.453 0.308 0.792
H 0.418 1.675 -0.871
H 0.299 -0.816 -1.587
H 0.721 1.001 0.761
H 0.090 -1.647 0.629
H 1.933 -0.322 -1.058
H -1.201 1.239 1.313
*
```

Calculated values
LUMO level: 0.87 eV
HOMO-LUMO gap: 11.617 eV
SMILES string: O=COCCO
Molecular weight: 90.08 u
HOMO energy: -10.75 eV

Here are the Löwdin charges for atoms 1 to 6, given in e: -0.02, -0.05, 0.09, -0.04, -0.26, -0.45

Arrangement four

A cluster of 2 separate species, C3H6O3 in total, computed with ωB97M-V with the def2-TZVPD basis set.

Geometry as ORCA input:
```
! wB97M-V def2-TZVPD RIJCOSX def2/J DEFGRID3
* xyz 0 1
O 0.985 -0.599 -1.220
O -1.279 1.339 -1.151
O 2.193 1.289 0.412
C 1.261 0.636 0.800
C -0.580 -1.141 0.530
C 0.567 -0.405 -0.104
H 0.865 0.731 1.833
H -1.261 -0.432 1.010
H -0.197 -1.820 1.303
H -1.710 0.655 -1.681
H -0.473 1.527 -1.651
H -1.113 -1.722 -0.223
*
```

Calculated values
LUMO level: -0.41 eV
HOMO-LUMO gap: 9.399 eV
SMILES string: CC(=O)C=O.O
Molecular weight: 90.08 u
HOMO energy: -9.81 eV

Here are the Löwdin charges for atoms 1 to 6, given in e: 0.10, -0.05, 0.10, -0.18, -0.03, -0.44

arrangement one takes first place; second place is 0.151 eV up.